Version 1
Density functional theory data (wB97M-V/def2-TZVPD) for one molecule with the formula C7H10.

HOMO-LUMO gap (hartree): 0.391
E_LUMO (eV): 1.20
Highest occupied orbital energy (Eh): -0.3468
2S+1: 1

Last column: Mulliken charge in e.
Element x y z (Å)
C (-1.9802, -0.3177, -0.0251)  -0.663
C (-1.2620, 0.9051, -0.5981)  -0.839
C (-0.4955, -0.3001, -0.1614)  0.716
C (0.6472, -0.9861, -0.9220)  -0.541
C (1.5608, -0.5584, 0.2298)  -0.120
C (1.3835, 0.9022, 0.6643)  -0.705
C (0.3987, -0.1324, 1.0911)  -0.576
H (-2.6121, -0.9182, -0.6848)  0.250
H (-2.3408, -0.3143, 1.0014)  0.233
H (-1.4567, 1.1338, -1.6456)  0.230
H (-0.9081, 1.8028, -0.0704)  0.269
H (0.5407, -2.0759, -0.9793)  0.259
H (0.9094, -0.5972, -1.9130)  0.287
H (2.4284, -1.1408, 0.5356)  0.366
H (0.9252, 1.6881, 0.0469)  0.137
H (2.1416, 1.3215, 1.3212)  0.290
H (0.1200, -0.4125, 2.1093)  0.407

Version 2
Density functional theory data (wB97M-V/def2-TZVPD) for C7H10 as an isolated structure.

HOMO-LUMO gap (hartree): 0.366
E_LUMO (eV): 1.07
Highest occupied orbital energy (Eh): -0.3266
2S+1: 1

Last column: Mulliken charge in e.
Element x y z (Å)
C (-0.1832, 1.6894, -1.0777)  -1.602
C (0.0190, 0.5142, -0.1527)  0.772
C (-1.0270, -0.0160, 0.8963)  -0.700
C (0.0549, -1.1163, 1.0592)  -0.327
C (1.0917, 0.0512, 0.9245)  -0.625
C (0.1223, -1.7320, -0.3245)  -0.540
C (0.1355, -0.6949, -1.1382)  -0.556
H (0.7497, 2.0133, -1.5442)  0.339
H (-0.8392, 1.4111, -1.9260)  0.341
H (-0.6762, 2.4863, -0.5573)  0.395
H (-2.0044, -0.2785, 0.4942)  0.295
H (-1.1685, 0.5426, 1.8418)  0.303
H (0.0435, -1.8044, 1.9014)  0.494
H (2.0823, -0.1833, 0.5300)  0.300
H (1.1768, 0.6099, 1.8676)  0.299
H (0.1993, -2.7764, -0.5560)  0.437
H (0.2236, -0.7161, -2.2384)  0.375

Relative energies with respect to the most stable structure, expressed in hartree: version 1 0.0220; version 2 0.0000.

Version 1
Density functional theory data (wB97M-V/def2-TZVPD) for one molecule with the formula C7H10.

HOMO-LUMO gap (hartree): 0.346
E_LUMO (eV): 1.08
Highest occupied orbital energy (Eh): -0.3063
2S+1: 1

Last column: Mulliken charge in e.
Element x y z (Å)
C (-0.6537, -0.6634, -1.8599)  -0.771
C (-0.4606, -1.5260, -0.8465)  -0.176
C (-0.1818, -1.2434, 0.6149)  -0.887
C (0.7720, 0.0012, 0.6624)  0.465
C (0.1359, 1.1240, 1.5344)  -0.967
C (-0.1896, 1.7967, 0.2200)  -0.354
C (0.6087, 0.9863, -0.4786)  -0.727
H (-0.1293, -0.9046, -2.7810)  0.242
H (-1.2817, 0.2267, -1.9036)  0.405
H (-0.2475, -2.5401, -1.1633)  0.271
H (0.3383, -2.1262, 1.0191)  0.329
H (-1.0436, -1.0677, 1.2745)  0.282
H (1.8126, -0.2843, 0.8498)  0.448
H (-0.6831, 0.8096, 2.1830)  0.291
H (0.8761, 1.6833, 2.1193)  0.252
H (-0.8052, 2.6583, -0.0172)  0.412
H (1.1324, 1.0697, -1.4274)  0.485

Version 2
Density functional theory data (wB97M-V/def2-TZVPD) for one molecule with the formula C7H10.

HOMO-LUMO gap (hartree): 0.345
E_LUMO (eV): 1.09
Highest occupied orbital energy (Eh): -0.3051
2S+1: 1

Last column: Mulliken charge in e.
Element x y z (Å)
C (0.8051, 1.2526, -0.5234)  -0.992
C (-0.2697, 1.2323, 0.5518)  -0.728
C (-1.3356, -0.4866, -0.3522)  -0.725
C (-0.4034, -1.0897, -1.1181)  -0.548
C (0.6607, -1.6083, -0.2370)  -0.358
C (0.4406, -1.1732, 1.0138)  -0.660
C (-0.7237, -0.2200, 0.9893)  0.305
H (0.8692, 2.2572, -0.9525)  0.382
H (0.4005, 1.7982, 1.1990)  0.348
H (1.7561, 0.9772, -0.0468)  0.304
H (-1.1641, 1.8522, 0.3870)  0.410
H (-2.2784, -0.0463, -0.6542)  0.400
H (0.5819, 0.4391, -1.2927)  0.200
H (-0.4771, -1.2968, -2.1762)  0.460
H (1.4899, -2.2292, -0.5610)  0.384
H (1.0201, -1.4299, 1.8953)  0.384
H (-1.3721, -0.2286, 1.8779)  0.436

Relative energies with respect to the most stable structure, expressed in hartree: version 1 0.0509; version 2 0.0000.

Version 1
Density functional theory data (wB97M-V/def2-TZVPD) for one molecule with the formula C7H10.

HOMO-LUMO gap (hartree): 0.328
E_LUMO (eV): 1.05
Highest occupied orbital energy (Eh): -0.2896
2S+1: 1

Last column: Mulliken charge in e.
Element x y z (Å)
C (1.6755, 0.6871, -0.4325)  -1.369
C (0.2377, 0.9692, -0.8065)  -0.015
C (-0.6717, -0.1987, -0.9159)  -0.247
C (-0.5348, -1.4253, -0.0427)  -0.791
C (-0.5214, -0.9063, 1.3765)  -0.427
C (-0.6707, 0.4154, 1.4678)  -0.490
C (-0.9026, 1.1288, 0.1722)  -0.356
H (2.1507, 0.1825, -1.2839)  0.295
H (2.2261, 1.6107, -0.2417)  0.371
H (1.7705, 0.0369, 0.4411)  0.320
H (0.1701, 1.6569, -1.6484)  0.451
H (-1.1742, -0.2949, -1.8818)  0.513
H (0.3763, -1.9793, -0.2938)  0.318
H (-1.3852, -2.1030, -0.2015)  0.370
H (-0.4419, -1.5757, 2.2261)  0.379
H (-0.6595, 0.9490, 2.4177)  0.430
H (-1.7979, 0.6087, -0.3824)  0.248

Version 2
Density functional theory data (wB97M-V/def2-TZVPD) for one molecule with the formula C7H10.

HOMO-LUMO gap (hartree): 0.374
E_LUMO (eV): 1.16
Highest occupied orbital energy (Eh): -0.3315
2S+1: 1

Last column: Mulliken charge in e.
Element x y z (Å)
C (1.5769, 0.3370, 0.3991)  -0.319
C (0.7304, 0.9662, -0.7408)  -0.823
C (-0.3736, 0.0370, -1.0573)  -0.223
C (-1.9058, -0.3469, -1.0465)  -0.544
C (-1.1061, -0.0723, 0.1732)  0.293
C (-0.5077, -0.7721, 1.3090)  -0.721
C (0.7655, -0.5628, 1.2620)  -0.142
H (2.4368, -0.1847, -0.2412)  0.209
H (1.9183, 1.1305, 1.0007)  0.330
H (0.6481, 1.9892, -0.1991)  0.240
H (1.2575, 1.0593, -1.6803)  0.316
H (0.1625, -0.9208, -1.4778)  0.118
H (-1.7969, -1.4562, -1.2019)  0.250
H (-2.7074, 0.3545, -1.2100)  0.324
H (-1.3787, 0.9512, 0.4525)  0.198
H (-1.0316, -1.2334, 2.1978)  0.300
H (1.3119, -1.2756, 2.0606)  0.195

Relative energies with respect to the most stable structure, expressed in hartree: version 1 0.0000; version 2 0.0449.